# C56H122N6O6

C56H122N6O6 as an isolated structure in a non-equilibrium geometry (ωB97M-V/def2-TZVPD, the Open Molecules 2025 dataset).

Output
Lowest unoccupied orbital energy in hartree: -0.2003
Charge: +4
Kohn-Sham gap in eV: 3.4
Relative energy (zero: lowest compared OMol25 entry of this formula, charge and spin) in kJ/mol: 698.8
HOMO in eV: -8.9

Each line ends with the Löwdin charge.
CARTESIAN COORDINATES (ANGSTROEM)
C: -3.21497 -7.07194 -1.32408  -0.0757
C: -4.65393 -7.15707 -1.86159  -0.2182
C: -5.42076 -8.41093 -1.25078  -0.0913
N: -5.68664 -9.56958 -2.26711  -0.2678
C: -6.41201 -9.12005 -3.55085  -0.0700
C: -7.77346 -8.44745 -3.15361  -0.1597
C: -8.65623 -9.37393 -2.38295  -0.1787
C: -7.99140 -10.18493 -1.24668  -0.1570
C: -6.53986 -10.63452 -1.55843  -0.0927
C: -4.33494 -10.22270 -2.64479  0.0672
H: -2.84790 -6.04728 -1.38263  0.0834
H: -2.59087 -7.74820 -1.90828  0.0758
H: -3.29816 -7.39161 -0.28534  0.0772
H: -4.75139 -7.06361 -2.94319  0.0931
H: -5.23843 -6.26838 -1.62350  0.1052
H: -6.23659 -8.03463 -0.63359  0.1281
H: -4.81974 -8.86475 -0.46278  0.1131
H: -5.75871 -8.40146 -4.04573  0.1155
H: -6.51760 -10.07283 -4.06966  0.1385
H: -7.55376 -7.51698 -2.63010  0.1105
H: -8.26018 -8.23790 -4.10612  0.1271
H: -9.59684 -8.97778 -2.00031  0.1297
H: -8.82115 -10.12666 -3.15385  0.1194
H: -8.09398 -9.66082 -0.29648  0.1064
H: -8.59344 -11.05778 -0.99412  0.1240
H: -5.99260 -10.90358 -0.65499  0.1379
H: -6.70359 -11.45238 -2.26013  0.1355
H: -3.92721 -9.34047 -3.13826  0.0963
H: -4.47670 -11.18647 -3.13383  0.1212
H: -3.88544 -10.27285 -1.65305  0.1057
C: 6.51067 8.59319 -6.86026  -0.0468
C: 5.15524 8.95802 -6.09988  -0.2172
C: 5.04819 8.33727 -4.76499  -0.1353
N: 3.75254 8.69500 -3.95906  -0.2194
C: 2.57470 7.98973 -4.71261  -0.0913
C: 2.64426 6.43794 -4.64859  -0.1351
C: 2.80805 5.99982 -3.19892  -0.2032
C: 3.94201 6.65843 -2.49736  -0.1828
C: 3.88381 8.21055 -2.53170  -0.1049
C: 3.36801 10.21080 -3.91507  0.0584
H: 7.27322 8.12616 -6.23696  0.0707
H: 6.96658 9.47027 -7.31958  0.0818
H: 6.37936 7.77016 -7.56274  0.0757
H: 4.37713 8.43124 -6.65228  0.1004
H: 4.99592 10.03578 -6.13391  0.1112
H: 5.85524 8.76116 -4.16741  0.1428
H: 5.11798 7.26272 -4.93404  0.1257
H: 2.58246 8.39758 -5.72339  0.1177
H: 1.60307 8.39205 -4.42595  0.1301
H: 3.52423 6.07815 -5.18180  0.1101
H: 1.71993 6.03348 -5.06102  0.1260
H: 2.94356 4.91991 -3.13954  0.1261
H: 1.91710 6.17940 -2.59721  0.1242
H: 4.92804 6.35786 -2.85161  0.1164
H: 3.90286 6.44448 -1.42927  0.1266
H: 4.88700 8.54118 -2.26263  0.1304
H: 3.09962 8.45038 -1.81363  0.1445
H: 3.31724 10.64400 -4.91399  0.1020
H: 4.09457 10.61777 -3.21180  0.1126
H: 2.35062 10.21303 -3.52390  0.1025
C: -1.96270 0.35795 -5.95625  -0.0991
C: -0.78218 -0.07772 -6.74582  -0.2621
C: -0.28223 -1.50724 -6.42104  -0.0675
N: 1.15056 -1.94037 -6.96818  -0.2252
C: 1.47819 -3.38055 -6.45821  -0.0608
C: 0.63105 -4.48688 -7.16618  -0.1443
C: 0.75402 -4.42789 -8.68816  -0.1737
C: 0.40396 -3.00706 -9.12141  -0.1876
C: 1.20880 -1.95308 -8.45823  -0.1438
C: 2.22295 -1.00048 -6.43022  0.0159
H: -1.74645 0.23223 -4.89534  0.0855
H: -2.85975 -0.25597 -6.03682  0.0856
H: -2.12051 1.39843 -6.24014  0.0888
H: -0.08575 0.76075 -6.75304  0.1104
H: -0.99808 -0.15146 -7.81168  0.1069
H: -1.03716 -2.13623 -6.89280  0.1210
H: -0.26886 -1.69639 -5.34767  0.1360
H: 1.54904 -3.45271 -5.37292  0.1420
H: 2.54750 -3.38772 -6.66947  0.1248
H: -0.39863 -4.43930 -6.81180  0.1092
H: 0.84790 -5.50239 -6.83481  0.1232
H: 0.12569 -5.16608 -9.18654  0.1237
H: 1.75639 -4.65176 -9.05319  0.1244
H: -0.67420 -2.86366 -9.04999  0.1209
H: 0.65074 -2.97066 -10.18248  0.1325
H: 0.86738 -0.96569 -8.76901  0.1341
H: 2.22236 -2.13141 -8.81741  0.1511
H: 3.23170 -1.38427 -6.58262  0.1130
H: 2.03134 -0.70328 -5.39917  0.1165
H: 2.19742 -0.02901 -6.92388  0.0978
C: -7.58523 8.61444 3.99593  -0.0853
C: -6.44236 7.68281 3.64312  -0.2341
C: -6.88782 6.61785 2.58298  -0.0839
N: -5.89704 5.40834 2.26579  -0.2220
C: -6.60560 4.36810 1.42559  -0.1055
C: -7.57475 3.37675 2.17506  -0.1289
C: -6.91690 2.80125 3.41375  -0.2060
C: -6.46975 3.92623 4.36745  -0.1335
C: -5.33808 4.73740 3.60452  -0.0487
C: -4.63867 5.86661 1.40200  0.0423
H: -7.75108 9.17045 3.07320  0.0824
H: -7.27715 9.34513 4.74378  0.0916
H: -8.51622 8.09951 4.23299  0.0865
H: -6.10387 7.16574 4.54099  0.1003
H: -5.71564 8.26409 3.07560  0.1123
H: -7.10608 7.14667 1.65518  0.1335
H: -7.76152 6.13239 3.01782  0.1142
H: -7.14377 5.04794 0.76506  0.1261
H: -5.80097 3.94237 0.82608  0.1206
H: -8.35159 3.99286 2.62785  0.1070
H: -8.07962 2.66702 1.51970  0.1273
H: -7.57966 2.09153 3.90887  0.1187
H: -6.08650 2.13551 3.17857  0.1165
H: -7.27320 4.51764 4.80654  0.1155
H: -6.06700 3.58638 5.32160  0.1174
H: -4.98783 5.62121 4.13771  0.1009
H: -4.47666 4.13455 3.31707  0.1317
H: -4.85996 6.61573 0.64177  0.1085
H: -4.12463 4.94253 1.13754  0.0990
H: -3.92232 6.33922 2.07399  0.0955
C: 8.71660 -2.76287 4.57196  -0.0805
C: 8.09355 -1.54615 3.88836  -0.2342
C: 9.03562 -0.32241 3.68180  -0.0605
N: 8.25856 1.04887 3.29954  -0.2460
C: 9.36532 2.00938 3.00661  -0.1253
C: 8.79085 3.47456 2.88257  -0.1343
C: 7.85256 3.88134 4.03618  -0.1935
C: 6.77426 2.89010 4.34992  -0.1857
C: 7.45753 1.56792 4.48941  -0.1236
C: 7.37733 1.00974 2.03481  0.0741
H: 9.21587 -2.38284 5.46326  0.0746
H: 9.54869 -3.12493 3.96810  0.0870
H: 7.91812 -3.44349 4.86740  0.0917
H: 7.31442 -1.25594 4.59323  0.0967
H: 7.67997 -1.83729 2.92280  0.1170
H: 9.67649 -0.48709 2.81562  0.1269
H: 9.80595 -0.24967 4.44952  0.1320
H: 10.03021 1.92410 3.86612  0.1354
H: 9.86402 1.73076 2.07830  0.1332
H: 9.66978 4.11916 2.89151  0.1196
H: 8.37397 3.60826 1.88435  0.1063
H: 8.38880 4.08975 4.96199  0.1241
H: 7.41568 4.85611 3.81921  0.1186
H: 6.32099 3.20100 5.29119  0.1317
H: 5.95795 2.90089 3.62768  0.1216
H: 8.04928 1.55421 5.40470  0.1497
H: 6.72949 0.76039 4.56654  0.1211
H: 6.66317 0.19559 2.15827  0.1184
H: 8.19035 0.81821 1.33451  0.1095
H: 7.02497 2.02497 1.85247  0.0941
C: -3.90073 -4.01955 4.85459  -0.0920
C: -2.61730 -4.13705 5.73998  -0.2011
C: -1.95496 -2.72012 5.90100  -0.0632
N: -0.63591 -2.55715 6.78996  -0.2673
C: -0.30174 -1.05006 7.07618  -0.0641
C: 0.74671 -0.81101 8.20717  -0.1410
C: 0.46174 -1.62799 9.48720  -0.1885
C: 0.13810 -3.02784 9.16690  -0.1845
C: -0.86974 -3.32727 8.04383  -0.1380
C: 0.60926 -3.11505 6.16169  0.0452
H: -4.67960 -3.41665 5.32148  0.0738
H: -4.45565 -4.94631 4.70868  0.0761
H: -3.68717 -3.61978 3.86329  0.0765
H: -1.95150 -4.87323 5.28960  0.1127
H: -2.95790 -4.49563 6.71133  0.0997
H: -2.61637 -1.89974 6.17956  0.1314
H: -1.50103 -2.55627 4.92365  0.1260
H: -1.19448 -0.46754 7.30373  0.1274
H: 0.01622 -0.71434 6.08912  0.1274
H: 0.70732 0.20863 8.59041  0.1182
H: 1.77059 -0.96226 7.86527  0.1134
H: -0.37773 -1.16811 10.00865  0.1236
H: 1.27197 -1.56552 10.21365  0.1296
H: -0.09269 -3.54489 10.09830  0.1335
H: 0.94585 -3.68485 8.84446  0.1146
H: -1.90029 -3.08230 8.30085  0.1351
H: -0.87857 -4.40233 7.86419  0.1364
H: 1.40782 -3.15413 6.90255  0.1104
H: 0.68510 -2.51564 5.25446  0.1198
H: 0.22202 -4.11133 5.94820  0.1087
O: -1.15312 0.38880 0.46021  0.0719
C: 0.14178 0.17503 0.41526  -0.9642
O: 1.05274 0.81330 1.02890  -0.0866
O: 0.31458 -0.86049 -0.12003  0.0808
H: -0.81520 -0.36798 -0.02424  -0.1021
O: 3.18806 -4.86572 0.92747  0.0046
C: 4.34742 -5.17799 0.19456  -0.8438
O: 4.78350 -4.47853 -0.74512  -0.1276
O: 5.09198 -6.18369 0.26625  -0.0966
H: 2.88529 -4.16678 0.34316  0.0652

***

# C12H10ClN3Pd

C12H10ClN3Pd as an isolated structure in a non-equilibrium geometry (ωB97M-V/def2-TZVPD, the Open Molecules 2025 dataset).

Output
Lowest unoccupied orbital energy (alpha / beta) in hartree: 0.0124 / -0.1447
Charge: 0
Kohn-Sham gap (alpha / beta) in eV: 8.7 / 4.4
Relative energy (zero: lowest compared OMol25 entry of this formula, charge and spin) in kJ/mol: 38.1
Multiplicity: 5
HOMO (alpha / beta) in eV: -8.3 / -8.3

Each line ends with the Löwdin charge.
CARTESIAN COORDINATES (ANGSTROEM)
C: 1.14061 -1.96725 2.05346  -0.1567
C: 1.20613 -1.97995 0.62829  -0.1901
C: -0.13403 -1.94718 0.10926  -0.2345
H: 2.11368 -2.08492 0.02328  0.1167
C: -1.02206 -1.92449 1.23642  -0.2004
C: -0.22636 -1.93259 2.42234  -0.1813
H: -0.57978 -1.96239 3.45905  0.1101
H: 1.98858 -1.98500 2.75054  0.1235
H: -0.43236 -2.04733 -0.94312  0.1154
H: -2.11877 -1.92796 1.17821  0.1186
Pd: 0.17389 -0.19275 1.05375  0.7680
Cl: 1.27905 1.28307 2.88522  -0.1718
C: 0.35560 2.90412 -3.51758  -0.0721
C: -0.87244 2.26506 -3.86045  -0.1257
C: -0.56220 1.03256 -4.50715  -0.0843
H: -1.88100 2.66439 -3.68333  0.0904
C: 0.85727 0.91013 -4.56487  -0.1057
C: 1.42470 2.06667 -3.95332  -0.1085
H: 2.49770 2.28614 -3.86034  0.0961
H: 0.46005 3.88326 -3.02937  0.1099
H: -1.28860 0.31600 -4.91581  0.1048
H: 1.41544 0.08280 -5.02544  0.0966
N: -1.55182 0.46458 2.60745  0.1394
C: -1.43060 0.39407 3.79622  -0.3756
N: -1.69685 0.42038 5.06435  0.1619
C: -0.87991 -0.23116 5.88515  -0.3160
N: -0.23590 -0.79025 6.70777  0.1713

***

# C42H51F14GeO3SSeTc

C42H51F14GeO3SSeTc as an isolated structure (ωB97M-V/def2-TZVPD, the Open Molecules 2025 dataset).

Output
Lowest unoccupied orbital energy (alpha / beta) in hartree: 0.0803 / 0.0724
Charge: -1
Kohn-Sham gap (alpha / beta) in eV: 7.4 / 7.4
Multiplicity: 4
HOMO (alpha / beta) in eV: -5.2 / -5.4

Each line ends with the Löwdin charge.
CARTESIAN COORDINATES (ANGSTROEM)
Tc: 0.67374 -1.41531 -1.20615  1.3422
C: 2.58998 1.66298 5.42147  -0.0699
C: 2.87480 2.58743 4.23656  -0.5597
C: 2.19550 3.93597 4.51195  -0.0513
C: 4.39280 2.79791 4.14014  -0.0469
C: 2.36396 2.00028 2.92339  -0.1759
C: 1.80078 0.73845 2.82036  -0.0653
C: 1.38774 0.26530 1.58770  -0.3947
Se: 0.51468 -1.44196 1.48916  1.1572
C: -1.27336 -0.72839 1.32304  -0.3791
C: -1.95245 -0.41458 2.48732  -0.0738
C: -3.17022 0.24576 2.44480  -0.1746
C: -3.64283 0.60825 1.18528  0.0284
C: -2.98748 0.31956 -0.00638  -0.0767
C: -1.78910 -0.43105 0.05069  -0.3418
O: -1.17557 -0.81034 -1.06713  -0.3125
C: -3.49014 0.89004 -1.33829  -0.5187
C: -2.40907 1.82468 -1.90940  -0.0392
C: -4.76419 1.72028 -1.15919  -0.0747
C: -3.80884 -0.22620 -2.34235  -0.0473
C: -3.90037 0.57784 3.74511  -0.5597
C: -5.19873 1.34826 3.49983  -0.0707
C: -2.99280 1.43915 4.63572  -0.0507
C: -4.24476 -0.72467 4.48097  -0.0501
C: 1.52275 0.99231 0.39202  -0.3454
O: 1.15628 0.47587 -0.76243  -0.2797
C: 2.05758 2.29789 0.48907  -0.0793
C: 2.45971 2.73752 1.74437  0.0086
C: 2.20508 3.28634 -0.68162  -0.5190
C: 1.78773 2.74433 -2.05346  -0.0587
C: 1.32684 4.51441 -0.39192  -0.0456
C: 3.67543 3.72597 -0.79510  -0.0437
H: 2.94417 2.12866 6.34356  0.0810
H: 1.51973 1.47386 5.52746  0.0829
H: 3.10154 0.70511 5.31176  0.0853
H: 2.54431 4.34619 5.46345  0.0797
H: 2.41789 4.66589 3.73251  0.0732
H: 1.11146 3.81701 4.56266  0.0878
H: 4.78162 3.21174 5.07483  0.0801
H: 4.89884 1.85163 3.94120  0.0895
H: 4.64394 3.48689 3.33195  0.0772
H: 1.66790 0.10188 3.68479  0.0934
H: -1.49479 -0.67987 3.43352  0.1005
H: -4.56338 1.16717 1.13036  0.0803
H: -2.20027 2.63492 -1.20604  0.0886
H: -1.48220 1.28622 -2.09706  0.0640
H: -2.75194 2.26524 -2.84952  0.0851
H: -4.61134 2.55926 -0.47679  0.0836
H: -5.05651 2.12927 -2.12819  0.0820
H: -5.59382 1.11316 -0.78932  0.0867
H: -2.91035 -0.76368 -2.62828  0.0501
H: -4.51073 -0.94365 -1.91225  0.0922
H: -4.26297 0.20354 -3.23971  0.0840
H: -5.01023 2.29729 2.99416  0.0856
H: -5.89998 0.76781 2.89721  0.0864
H: -5.67799 1.56640 4.45655  0.0805
H: -2.69612 2.34913 4.11073  0.0902
H: -3.51449 1.72161 5.55403  0.0801
H: -2.08433 0.90363 4.91483  0.0731
H: -4.86630 -1.36496 3.85234  0.0896
H: -3.34361 -1.28235 4.73955  0.0772
H: -4.78948 -0.51049 5.40447  0.0801
H: 2.87987 3.73434 1.81118  0.0993
H: 0.73981 2.44879 -2.07171  0.0735
H: 1.93840 3.53517 -2.79412  0.0845
H: 2.38673 1.88372 -2.34249  0.0650
H: 0.27617 4.22271 -0.33251  0.0853
H: 1.59695 4.99537 0.54954  0.0723
H: 1.43492 5.24903 -1.19452  0.0820
H: 4.32177 2.85698 -0.92614  0.0810
H: 3.79974 4.38128 -1.66087  0.0818
H: 4.01245 4.27300 0.08659  0.0723
F: -4.02561 -7.45506 -0.39135  0.1084
C: -3.02579 -6.60055 -0.64347  -0.1489
C: -3.25493 -5.24030 -0.68684  -0.1450
F: -4.49210 -4.76881 -0.47967  0.1095
C: -2.21415 -4.36643 -0.94876  -0.2278
F: -2.51362 -3.06984 -0.97634  0.0949
C: -0.90614 -4.79018 -1.17262  -0.4863
S: 0.49783 -3.80465 -1.52172  0.7068
C: -0.71759 -6.17586 -1.12186  -0.2531
F: 0.49857 -6.69261 -1.32787  0.0747
C: -1.74301 -7.06463 -0.86557  -0.1495
F: -1.50154 -8.38272 -0.82627  0.1063
F: 5.86515 -0.57266 -0.93950  0.1602
C: 4.55140 -0.64480 -0.66742  -0.5387
F: 4.39338 -0.33476 0.62459  0.1748
F: 3.94713 0.29986 -1.38507  0.1670
C: 3.94196 -2.05056 -0.97621  -0.3070
O: 2.61309 -2.05326 -0.95391  -0.3318
C: 4.44079 -3.05618 0.12017  -0.5473
F: 3.72562 -2.91247 1.23717  0.1557
F: 4.29255 -4.31883 -0.29183  0.1708
F: 5.73274 -2.89007 0.44998  0.1553
C: 4.48818 -2.52650 -2.36718  -0.5508
F: 4.47518 -1.52599 -3.26115  0.1571
F: 3.73319 -3.50419 -2.85811  0.1633
F: 5.75217 -2.97700 -2.30368  0.1571
C: -1.20388 -2.96661 -4.60562  -0.2273
Ge: -0.14423 -1.32497 -4.74638  0.7484
C: -1.32708 0.21448 -5.05487  -0.2106
C: 1.02417 -1.49346 -6.32540  -0.2297
C: 1.04864 -0.97330 -3.23534  -0.3884
H: -1.69605 -3.19398 -5.55316  0.0145
H: -1.96248 -2.86084 -3.83098  0.0019
H: -0.55203 -3.79589 -4.33224  -0.0029
H: -1.78514 0.15564 -6.04390  0.0154
H: -0.75353 1.14114 -4.99172  0.0197
H: -2.11630 0.25241 -4.30762  -0.0256
H: 0.44216 -1.57286 -7.24543  0.0085
H: 1.64581 -2.38522 -6.22986  0.0138
H: 1.68220 -0.62678 -6.40526  0.0133
H: 1.28786 0.09413 -3.27208  -0.0064
H: 1.97257 -1.51800 -3.44089  -0.0188

***

# C3H6N2O

One molecule with the formula C3H6N2O (ωB97M-V/def2-TZVPD, the Open Molecules 2025 dataset).

Output
Lowest unoccupied orbital energy in hartree: 0.0333
SMILES string: [H]/N=C/O/C(C)=N/[H]
Charge: 0
Kohn-Sham gap in eV: 11.0
Relative energy (zero: lowest compared OMol25 entry of this formula, charge and spin) in kJ/mol: 124.9
HOMO in eV: -10.1

Each line ends with the Löwdin charge.
CARTESIAN COORDINATES (ANGSTROEM)
C: 0.46945 -1.27045 1.38739  -0.0004
C: 0.08334 -0.08182 0.54795  -0.4699
O: -0.12913 -0.41691 -0.76121  0.0089
N: -0.04986 1.12764 0.89217  0.1373
C: -0.46797 0.63739 -1.58116  -0.2833
N: -0.28689 0.51309 -2.81819  0.1230
H: 1.34316 -1.78100 0.97056  0.0896
H: 0.70375 -0.94873 2.40550  0.0809
H: -0.35251 -1.99138 1.42301  0.0889
H: 0.13794 1.27445 1.87285  0.0599
H: -0.86572 1.50579 -1.05749  0.1138
H: -0.62172 1.36160 -3.27326  0.0511

***

- The lowest charge belongs to which entry?
  C42H51F14GeO3SSeTc

***

- Which value of charge does entry 1 give?
  +4

***

- Which of these has the highest charge?
  C56H122N6O6

***

- What is the charge in the second record?
  0